(1)
C48H32F32O8 | the ωB97M-V functional and the def2-TZVPD basis

Properties
**Multiplicity**: 1
**E**: -5646.056237 a.u.
**HOMO level**: -9.6 eV
**SMILES string**: FC(F)C(F)(F)COC(F)(F)C(F)F.FC(F)C(F)(F)COC(F)(F)C(F)F.FC(F)C(F)(F)COC(F)(F)C(F)F.FC(F)C(F)(F)COC(F)(F)C(F)F.O=C1c2ccccc2C(=O)c2ccccc21.O=C1c2ccccc2C(=O)c2ccccc21

Atoms and positions in Å:
F (2.11865, 2.13692, -4.13715)
C (2.47440, 1.63690, -2.93804)
F (1.45436, 0.92845, -2.41254)
C (3.75703, 0.80476, -3.13053)
F (4.67480, 1.55023, -3.77669)
F (3.47243, -0.25788, -3.94211)
C (4.31738, 0.24066, -1.83212)
O (4.05776, 1.15863, -0.78632)
C (4.06898, 0.69331, 0.50063)
F (2.98887, 1.27125, 1.08780)
F (3.91691, -0.62803, 0.58766)
C (5.32113, 1.18351, 1.22796)
F (5.20343, 1.00379, 2.55796)
F (6.36893, 0.44434, 0.80419)
H (2.71097, 2.44398, -2.23944)
H (5.39034, 0.06707, -1.94107)
H (3.83540, -0.72992, -1.69770)
H (5.45478, 2.23993, 0.99109)
F (0.23116, -2.90391, 8.60933)
C (0.85922, -2.00179, 7.82832)
F (0.50642, -2.15942, 6.53785)
C (0.50207, -0.58263, 8.32591)
F (1.44993, -0.21639, 9.21475)
F (-0.68368, -0.59221, 8.99559)
C (0.34485, 0.46114, 7.23897)
O (1.63283, 0.66595, 6.65823)
C (1.71714, 1.70508, 5.78423)
F (0.99075, 1.44574, 4.66985)
F (1.23526, 2.84062, 6.31560)
C (3.18709, 1.79950, 5.35749)
F (3.36672, 2.93872, 4.67628)
F (4.01397, 1.75058, 6.43349)
H (1.93836, -2.14946, 7.90418)
H (0.00055, 1.37213, 7.73460)
H (-0.39592, 0.20783, 6.48042)
H (3.44880, 0.92349, 4.75941)
F (-1.79597, -0.54213, -2.18616)
C (-1.92910, 0.54585, -2.99390)
F (-2.06747, 0.15292, -4.27618)
C (-3.07464, 1.44382, -2.53380)
F (-4.24235, 0.76481, -2.74473)
F (-3.08317, 2.54535, -3.30189)
C (-2.98652, 1.84182, -1.08093)
O (-1.77550, 2.57339, -0.94274)
C (-1.24200, 2.72089, 0.30893)
F (-0.26524, 3.63322, 0.14166)
F (-2.14064, 3.21600, 1.17535)
C (-0.60247, 1.41149, 0.76111)
F (0.10003, 1.50417, 1.91101)
F (-1.57425, 0.48852, 0.93090)
H (-0.95942, 1.05439, -2.93988)
H (-3.17125, 1.04871, -0.36567)
H (-3.84105, 2.52145, -0.93735)
H (0.12996, 1.11644, 0.00792)
F (-3.49812, 0.60393, -6.53153)
C (-2.49409, 1.19669, -7.20801)
F (-1.56424, 0.26749, -7.55001)
C (-3.03046, 1.85577, -8.47545)
F (-4.05545, 2.67556, -8.13146)
F (-3.52016, 0.89907, -9.29811)
C (-1.97807, 2.65814, -9.19622)
O (-1.42203, 3.57145, -8.22779)
C (-0.11433, 3.89786, -8.43902)
F (0.68273, 2.85010, -8.11837)
F (0.11065, 4.21480, -9.72530)
C (0.19876, 5.07532, -7.52154)
F (-0.22559, 4.77851, -6.26918)
F (1.52734, 5.28464, -7.50748)
H (-2.01628, 1.90159, -6.52728)
H (-2.34234, 3.26284, -10.02541)
H (-1.20822, 2.00173, -9.60694)
H (-0.32666, 5.98328, -7.82331)
O (3.49146, -5.64389, 0.04239)
C (2.87200, -4.60226, 0.01288)
C (2.40123, -3.95349, 1.26863)
C (2.78223, -4.46398, 2.49884)
C (2.32686, -3.86520, 3.66988)
C (1.60557, -2.68507, 3.64485)
C (1.26036, -2.15644, 2.40220)
C (1.59743, -2.80732, 1.22862)
C (1.22940, -2.17425, -0.06413)
O (0.59238, -1.14355, -0.09116)
C (1.66211, -2.83409, -1.32789)
C (1.25828, -2.30323, -2.54273)
C (1.69133, -2.89364, -3.71597)
C (2.41357, -4.07747, -3.69997)
C (2.74071, -4.63561, -2.46877)
C (2.39774, -4.02544, -1.27223)
H (3.35480, -5.38046, 2.53137)
H (2.67397, -4.30208, 4.59993)
H (1.19435, -2.18320, 4.51032)
H (0.65980, -1.25695, 2.31864)
H (0.60576, -1.44354, -2.48549)
H (1.40328, -2.40050, -4.63816)
H (2.90639, -4.44756, -4.58832)
H (3.23443, -5.60073, -2.46477)
O (-5.46487, -0.04805, 1.00357)
C (-4.59519, -0.44452, 1.74115)
C (-3.57027, -1.42191, 1.30426)
C (-3.63297, -1.90135, -0.00492)
C (-2.72562, -2.86442, -0.42053)
C (-1.68546, -3.27243, 0.40225)
C (-1.66108, -2.83414, 1.72088)
C (-2.57168, -1.88712, 2.15932)
C (-2.44661, -1.35121, 3.54471)
O (-1.51991, -1.66532, 4.25724)
C (-3.48534, -0.38844, 4.00544)
C (-3.39646, 0.14633, 5.27950)
C (-4.30746, 1.07785, 5.72886)
C (-5.33856, 1.47898, 4.88221)
C (-5.45520, 0.92708, 3.62060)
C (-4.48121, 0.06740, 3.13878)
H (-4.23386, -1.36736, -0.72971)
H (-2.80563, -3.15802, -1.46145)
H (-0.92618, -3.93967, 0.01515)
H (-0.95637, -3.31327, 2.38829)
H (-2.64009, -0.25663, 5.94387)
H (-4.30969, 1.49689, 6.72593)
H (-6.05515, 2.20657, 5.23968)
H (-6.22505, 1.27996, 2.94664)

(2)
C48H33ClO15 | the ωB97M-V functional and the def2-TZVPD basis

Properties
**Multiplicity**: 1
**E**: -3437.406935 a.u.
**HOMO level**: -9.6 eV
**SMILES string**: COCc1cccc2c1C(=O)C=C(Cl)C2=O.O=C1C=CC(=O)C=C1.O=C1C=CC(=O)C=C1.O=C1C=CC(=O)C=C1.O=C1C=CC(=O)C=C1.O=C1C=CC(=O)C=C1.O=C1C=CC(=O)C=C1

Atoms and positions in Å:
C (0.45893, -1.51450, -0.14876)
O (0.69262, -0.68134, -1.28996)
C (-0.46383, -0.57830, -2.11482)
C (-1.50733, 0.38320, -1.39400)
C (-0.92294, 1.59706, -0.77915)
C (-1.79227, 2.53626, -0.06726)
C (-3.23387, 2.20794, 0.00815)
C (-3.81252, 1.02026, -0.61209)
C (-2.93145, 0.06427, -1.35731)
C (-3.58402, -1.16259, -2.01900)
O (-3.14718, -1.76444, -2.98431)
C (-4.94862, -1.66347, -1.44161)
C (-5.73461, -0.79098, -0.75970)
Cl (-7.30930, -1.44759, -0.15824)
C (-5.33404, 0.70730, -0.51749)
O (-6.15065, 1.55289, -0.24679)
H (0.87626, -2.55707, -0.23908)
H (0.99606, -1.02896, 0.71276)
H (-0.62643, -1.61027, 0.15551)
H (-0.22219, -0.07187, -3.09425)
H (-0.90610, -1.58677, -2.32052)
H (0.17318, 1.77833, -0.87738)
H (-1.33148, 3.43343, 0.39911)
H (-3.89002, 2.90642, 0.57599)
H (-5.22782, -2.72769, -1.65372)
O (-1.56022, -2.47332, 1.90334)
C (-2.03689, -2.01563, 2.92247)
C (-1.98111, -0.56300, 3.20786)
C (-2.50132, -0.05928, 4.32556)
C (-3.15779, -0.92935, 5.32753)
O (-3.63466, -0.47051, 6.34717)
C (-3.21313, -2.37997, 5.04159)
C (-2.69351, -2.88503, 3.92467)
H (-1.49743, 0.05855, 2.46256)
H (-2.46979, 0.99908, 4.55212)
H (-3.69494, -3.00095, 5.78413)
H (-2.72585, -3.94359, 3.69919)
O (1.41291, 1.03476, 1.18794)
C (2.58557, 1.16393, 1.48197)
C (3.01498, 2.10771, 2.53918)
C (4.30017, 2.24903, 2.85768)
C (5.35297, 1.46734, 2.16902)
O (6.52485, 1.59427, 2.46006)
C (4.92352, 0.52376, 1.11208)
C (3.63767, 0.38271, 0.79382)
H (2.23181, 2.67016, 3.03223)
H (4.63327, 2.93430, 3.62702)
H (5.70753, -0.03905, 0.61894)
H (3.30394, -0.30248, 0.02401)
O (8.03868, -0.73255, -0.25030)
C (8.61415, 0.20278, -0.77152)
C (9.03044, 0.15298, -2.19165)
C (9.66220, 1.17698, -2.76235)
C (9.97368, 2.40943, -2.00197)
O (10.54771, 3.34307, -2.52402)
C (9.55724, 2.45882, -0.58210)
C (8.92550, 1.43447, -0.01078)
H (8.79410, -0.75473, -2.73283)
H (9.97461, 1.15813, -3.79887)
H (9.79322, 3.36654, -0.04107)
H (8.61260, 1.45360, 1.02606)
O (3.75489, 0.55631, -8.40170)
C (3.24871, 0.99920, -7.39125)
C (3.25466, 2.45225, -7.10207)
C (2.70102, 2.93763, -5.99241)
C (2.05534, 2.04597, -5.00229)
O (1.54788, 2.48960, -3.99004)
C (2.04968, 0.59552, -5.29131)
C (2.60256, 0.10910, -6.40042)
H (3.73046, 3.08918, -7.83728)
H (2.69623, 3.99609, -5.76382)
H (1.57366, -0.04091, -4.55616)
H (2.60605, -0.94912, -6.62812)
O (-4.84765, -5.29418, 6.82057)
C (-5.32486, -4.83536, 7.84057)
C (-5.26979, -3.38550, 8.12670)
C (-5.78950, -2.88060, 9.24364)
C (-6.44657, -3.74980, 10.24678)
O (-6.92221, -3.29002, 11.26416)
C (-6.50159, -5.20217, 9.96001)
C (-5.98123, -5.70559, 8.84220)
H (-4.78805, -2.76444, 7.38427)
H (-5.75721, -1.82209, 9.46899)
H (-6.98458, -5.82336, 10.70379)
H (-6.01263, -6.76381, 8.61528)
O (-4.03479, 3.58524, -4.59005)
C (-3.30552, 2.72187, -5.03351)
C (-3.19947, 1.39570, -4.38459)
C (-2.39705, 0.44908, -4.87064)
C (-1.57952, 0.68497, -6.08166)
O (-0.84757, -0.17728, -6.52783)
C (-1.68477, 2.01159, -6.73132)
C (-2.48658, 2.95658, -6.24509)
H (-3.80514, 1.24251, -3.50145)
H (-2.30626, -0.52672, -4.40839)
H (-1.07844, 2.16630, -7.61558)
H (-2.57712, 3.93179, -6.70683)

(3)
C48H33N7O5P2Se2Ti | the ωB97M-V functional and the def2-TZVPD basis

Properties
**Multiplicity**: 3
**Charge**: -2
**E**: -8943.663980 a.u.
**HOMO level (alpha / beta)**: -0.6 / -1.9 eV
**Energy above the lowest of the compared OMol25 structures with the same formula, charge and spin**: 2.2078 eV

Atoms and positions in Å:
Ti (-2.80348, 0.26908, 0.01852)
C (-3.43008, -4.74062, 0.11212)
C (-4.48618, -4.21532, 0.84102)
C (-4.39468, -2.96022, 1.41072)
C (-3.23058, -2.19172, 1.25162)
C (-2.14708, -2.76492, 0.55602)
C (-2.25648, -4.01012, -0.02158)
N (-3.12988, -0.87282, 1.60542)
C (-3.75738, -0.25572, 2.63022)
C (-4.15718, -0.82542, 3.84862)
C (-4.70128, -0.04042, 4.84642)
C (-4.86958, 1.33258, 4.67062)
C (-4.48698, 1.93448, 3.49212)
C (-3.93298, 1.16258, 2.45872)
N (-3.53438, 1.60448, 1.25252)
N (-3.67918, 2.87418, 0.87932)
C (-3.28908, 3.05018, -0.38338)
C (-3.30508, 4.33328, -0.98868)
C (-2.91018, 4.46368, -2.29218)
C (-2.53058, 3.32358, -3.01848)
C (-2.53658, 2.10218, -2.37738)
N (-2.87518, 1.95528, -1.09978)
H (-3.51918, -5.70812, -0.35998)
H (-5.40368, -4.77912, 0.95562)
H (-5.23638, -2.53142, 1.93782)
H (-1.22618, -2.19362, 0.46282)
H (-1.43008, -4.40732, -0.59528)
H (-4.00618, -1.88242, 4.02202)
H (-5.00348, -0.49702, 5.78122)
H (-5.27968, 1.92658, 5.47612)
H (-4.59628, 2.99788, 3.33852)
H (-3.62488, 5.17158, -0.38688)
H (-2.89008, 5.43228, -2.77238)
H (-2.22708, 3.39188, -4.05008)
H (-2.25758, 1.19678, -2.90578)
O (-6.05088, -3.02532, -3.88318)
C (-5.40468, -2.37742, -3.06858)
C (-5.97738, -1.45872, -2.01898)
O (-7.17308, -1.25942, -1.80138)
C (-4.81148, -0.88192, -1.36148)
C (-3.61828, -1.36832, -1.93408)
O (-2.52298, -0.89712, -1.43458)
C (-3.89648, -2.35652, -2.96468)
O (-3.12848, -3.06282, -3.60948)
O (-4.67298, -0.02712, -0.39898)
Se (2.37092, 0.00698, 4.16312)
P (2.64142, 0.05248, 2.07402)
C (3.85632, 1.32808, 1.66092)
C (3.54492, 2.39098, 0.81262)
C (4.44392, 3.41748, 0.61892)
C (5.66902, 3.40758, 1.28142)
C (5.96332, 2.38288, 2.17232)
C (5.06352, 1.35908, 2.37502)
C (3.24472, -1.58542, 1.57692)
C (4.58832, -1.93492, 1.62052)
C (4.96712, -3.24712, 1.41932)
C (4.00922, -4.21922, 1.16102)
C (2.66982, -3.87222, 1.09862)
C (2.28612, -2.56392, 1.31472)
C (1.12602, 0.31838, 1.15452)
C (0.65822, 0.29738, -0.17998)
N (-0.66328, 0.53278, -0.10608)
N (-0.98328, 0.67848, 1.16512)
N (0.05432, 0.54268, 1.93122)
P (1.32092, 0.18838, -1.85358)
Se (-0.03048, -0.45622, -3.31868)
C (2.79222, -0.87282, -1.75048)
C (2.61292, -2.20292, -2.11468)
C (3.66752, -3.08882, -2.05528)
C (4.92102, -2.63862, -1.65348)
C (5.10292, -1.31562, -1.29318)
C (4.04262, -0.42652, -1.31828)
C (1.85292, 1.91218, -2.13018)
C (3.02542, 2.22398, -2.81588)
C (3.41472, 3.54278, -2.94298)
C (2.62972, 4.55578, -2.41148)
C (1.42062, 4.25268, -1.79548)
C (1.03092, 2.93668, -1.65508)
H (2.58412, 2.40998, 0.31952)
H (4.18782, 4.23678, -0.03938)
H (6.37092, 4.21458, 1.12832)
H (6.89762, 2.40358, 2.72062)
H (5.25892, 0.59598, 3.11572)
H (5.33272, -1.17832, 1.81642)
H (6.01262, -3.52232, 1.47092)
H (4.30852, -5.24642, 1.00692)
H (1.92202, -4.62682, 0.89512)
H (1.23902, -2.29402, 1.31442)
H (1.63422, -2.52162, -2.44918)
H (3.52242, -4.12732, -2.31378)
H (5.74622, -3.33382, -1.60068)
H (6.07712, -0.97372, -0.97048)
H (4.17992, 0.60108, -1.01548)
H (3.62572, 1.42478, -3.22948)
H (4.34292, 3.78298, -3.44468)
H (2.95452, 5.58368, -2.48168)
H (0.79422, 5.04418, -1.40748)
H (0.09552, 2.69178, -1.16228)

(4)
C48H36N2O14 | the ωB97M-V functional and the def2-TZVPD basis

Properties
**Multiplicity**: 1
**E**: -3012.811601 a.u.
**HOMO level**: -8.1 eV
**SMILES string**: CC(C)=NN1C(=O)c2ccc(C)cc2C1=O.O=C1C=CC(=O)C=C1.O=C1C=CC(=O)C=C1.O=C1C=CC(=O)C=C1.O=C1C=CC(=O)C=C1.O=C1C=CC(=O)C=C1.O=C1C=CC(=O)C=C1

Atoms and positions in Å:
C (4.80529, 2.13904, 0.54301)
C (3.53675, 2.14130, -0.54664)
C (2.99189, 3.62652, -0.99705)
N (3.07639, 0.93340, -1.00968)
N (1.75764, 0.69809, -0.65470)
C (1.42660, 0.55900, 0.81465)
O (2.11254, 0.04938, 1.84781)
C (-0.12577, 1.17861, 0.82852)
C (-1.11345, 1.52730, 2.09213)
C (-2.59934, 2.18101, 1.69070)
C (-3.03047, 2.46266, 0.09937)
C (-4.49042, 3.15758, -0.31410)
C (-2.02446, 2.06422, -1.17598)
C (-0.57527, 1.41764, -0.76420)
C (0.68878, 0.88964, -1.70784)
O (0.73904, 0.65155, -3.02647)
H (5.01278, 1.01642, 0.80570)
H (4.60226, 2.82827, 1.46827)
H (5.75011, 2.50548, -0.08526)
H (3.92996, 4.20427, -1.45518)
H (2.17922, 3.58921, -1.84944)
H (2.63749, 4.30338, -0.08640)
H (-0.78261, 1.33459, 3.20757)
H (-3.37824, 2.45782, 2.52110)
H (-5.06460, 3.41099, 0.70144)
H (-4.27635, 4.12506, -0.93637)
H (-5.09972, 2.33968, -0.91085)
H (-2.29659, 2.23840, -2.30304)
O (7.46837, 7.01771, -5.74162)
C (6.42509, 6.72091, -5.17595)
C (6.13640, 5.32832, -4.78029)
C (4.99530, 5.00468, -4.16426)
C (3.97547, 6.02543, -3.85152)
O (2.93218, 5.72864, -3.28586)
C (4.26416, 7.41803, -4.24718)
C (5.40525, 7.74167, -4.86321)
H (6.89469, 4.59126, -5.01597)
H (4.76759, 3.98802, -3.86796)
H (3.50586, 8.15509, -4.01150)
H (5.63297, 8.75833, -5.15951)
O (-5.73481, 1.42752, 1.31091)
C (-6.22447, 0.30718, 1.35087)
C (-5.38175, -0.90176, 1.26436)
C (-5.91787, -2.12535, 1.30591)
C (-7.37497, -2.32084, 1.44166)
O (-7.86464, -3.44117, 1.48162)
C (-8.21770, -1.11189, 1.52817)
C (-7.68158, 0.11170, 1.48662)
H (-4.31474, -0.74174, 1.16582)
H (-5.31414, -3.02246, 1.24300)
H (-9.28470, -1.27191, 1.62671)
H (-8.28530, 1.00880, 1.54954)
O (9.24594, -4.11682, 2.72425)
C (8.63329, -3.06124, 2.64111)
C (7.16038, -3.03467, 2.54605)
C (6.49206, -1.88097, 2.45305)
C (7.19730, -0.58392, 2.44300)
O (6.58466, 0.47167, 2.35986)
C (8.67021, -0.61048, 2.53806)
C (9.33853, -1.76418, 2.63106)
H (6.65754, -3.99430, 2.55545)
H (5.41188, -1.84380, 2.38183)
H (9.17306, 0.34914, 2.52866)
H (10.41871, -1.80135, 2.70228)
O (-9.66626, -9.04428, 0.33030)
C (-9.44543, -8.02475, -0.30868)
C (-9.67524, -7.96787, -1.76579)
C (-9.43161, -6.85418, -2.46341)
C (-8.92398, -5.63290, -1.80721)
O (-8.70315, -4.61337, -2.44619)
C (-8.69416, -5.68978, -0.35010)
C (-8.93780, -6.80347, 0.34751)
H (-10.04847, -8.87164, -2.23240)
H (-9.59407, -6.79581, -3.53273)
H (-8.32093, -4.78602, 0.11651)
H (-8.77534, -6.86185, 1.41684)
O (15.08217, -6.25526, 2.57627)
C (14.46953, -5.19967, 2.49313)
C (12.99661, -5.17311, 2.39807)
C (12.32830, -4.01941, 2.30507)
C (13.03353, -2.72236, 2.29502)
O (12.42089, -1.66677, 2.21188)
C (14.50645, -2.74892, 2.39008)
C (15.17476, -3.90262, 2.48308)
H (12.49377, -6.13273, 2.40747)
H (11.24811, -3.98224, 2.23385)
H (15.00929, -1.78930, 2.38068)
H (16.25495, -3.93979, 2.55430)
O (-11.08765, 0.27454, 0.99898)
C (-11.39249, 1.18037, 0.23540)
C (-11.92988, 0.90062, -1.11077)
C (-12.26060, 1.89097, -1.94513)
C (-12.10445, 3.30669, -1.55634)
O (-12.40929, 4.21252, -2.31992)
C (-11.56706, 3.58644, -0.21017)
C (-11.23634, 2.59609, 0.62419)
H (-12.03920, -0.14290, -1.38085)
H (-12.65538, 1.70313, -2.93614)
H (-11.45774, 4.62996, 0.05991)
H (-10.84156, 2.78393, 1.61520)